C19H35NO2P2Pt as an isolated structure, computed with ωB97M-V/def2-TZVPD.

The geometry in XYZ format:
```
60
C19H35NO2P2Pt (ωB97M-V/def2-TZVPD)
P 0.18533 -2.22855 -2.20184
P 0.43626 1.73162 -1.77541
C -0.24668 -0.71984 -3.14251
C 0.79986 0.39648 -2.95077
H -1.28009 -0.38882 -2.92708
H -0.24822 -1.03285 -4.19952
H 1.79642 0.02161 -2.66526
H 0.91475 0.89832 -3.92497
C -0.71507 2.70326 -2.79631
H -0.98635 3.63716 -2.29427
H -1.62561 2.12427 -2.99321
H -0.22669 2.92735 -3.75138
C 1.88606 2.75027 -1.61581
H 1.89555 3.42350 -2.48050
H 2.78576 2.12533 -1.63527
H 1.85827 3.34351 -0.69541
C -0.94565 -3.54367 -2.70500
H -0.87470 -4.36319 -1.97395
H -0.65590 -3.92163 -3.69589
H -1.97892 -3.17124 -2.73691
C 1.81219 -2.75559 -2.77398
H 2.49033 -1.90065 -2.89439
H 1.67909 -3.23982 -3.75735
H 2.25306 -3.48908 -2.08263
Pt 2.28401 -0.61671 3.20796
C -0.56568 1.59016 -0.27285
C -2.01252 1.48839 -0.24801
C -2.72391 0.27230 -0.54734
C -2.49441 -0.95501 0.42349
C -1.65946 -1.99296 -0.11889
C -0.27412 -1.90716 -0.51714
C 0.68161 -0.74974 0.05144
C 0.15236 0.54550 0.65417
C 1.89667 -2.44175 2.77416
H -0.38790 2.58921 0.18304
H -2.57777 2.35081 0.13162
H -2.53100 -0.09397 -1.57399
H -3.79649 0.52915 -0.51648
H -2.15672 -0.63672 1.42327
H -3.49150 -1.40630 0.56992
H -2.04055 -3.01454 -0.08064
H 0.15647 -2.85760 -0.10642
H 1.44342 -0.49551 -0.70054
H 1.32860 -1.21717 0.82078
H -0.43935 0.29521 1.53832
H 1.01277 1.06442 1.11485
H 2.24228 -3.01442 3.65081
H 2.44210 -2.79672 1.88431
H 0.81727 -2.64471 2.67460
O 2.65455 1.27844 3.80789
C 1.42368 1.46719 4.14881
C 0.72087 2.66900 4.67979
C -0.74020 2.22907 4.67436
C -0.76107 0.86447 3.96649
O -1.73683 0.28119 3.54895
N 0.61065 0.44789 3.83555
H 1.07286 2.94819 5.68169
H 0.93383 3.50805 4.00471
H -1.09026 2.13699 5.71456
H -1.40335 2.95765 4.18635
```

Computed properties:
HOMO energy (spin up / spin down)   -12.95 / -14.69 eV
<S²>   6.014
Charge   +2
Maximum force   3.732 eV/Å
Total energy   -47659.2985 eV
2S+1   5
Orbital gap (spin up / spin down)   7.791 / 7.676 eV

Here are the Löwdin charges for atoms 1 to 6, given in e:
1. P 0.934
2. P 0.953
3. C -0.260
4. C -0.310
5. H 0.085
6. H 0.117

=====

One molecule with the formula C5H12O2, computed with ωB97M-V/def2-TZVPD.

The geometry in XYZ format:
```
19
C5H12O2 (ωB97M-V/def2-TZVPD)
C -0.81862 -2.59705 -0.16185
C 0.28074 -1.58432 -0.47281
C -0.18300 -0.17649 -0.11515
O -0.55287 -0.18022 1.25468
C 0.84407 0.91425 -0.42400
C 0.32842 2.29842 -0.05265
O 0.31455 2.41601 1.37435
H -0.49638 -3.62567 -0.34987
H -1.11267 -2.50857 0.88775
H -1.70729 -2.40111 -0.77477
H 0.56012 -1.62707 -1.53433
H 1.18097 -1.80954 0.11460
H -1.08313 0.04521 -0.71998
H -0.14523 0.59362 1.66907
H 1.09066 0.89589 -1.49322
H 1.77562 0.72859 0.12832
H -0.68330 2.43420 -0.46135
H 0.96660 3.08745 -0.47089
H -0.51454 2.82335 1.64399
```

Computed properties:
HOMO energy   -9.84 eV
Charge   0
Maximum force   0.359 eV/Å
SMILES   CC[C@@H](O)CCO
Total energy   -9474.4198 eV
Orbital gap   10.678 eV

Here are the Löwdin charges for atoms 1 to 6, given in e:
1. C -0.107
2. C -0.218
3. C -0.426
4. O -0.038
5. C -0.140
6. C -0.239

=====

C29H33FN5O3RhSSi as an isolated structure, computed with ωB97M-V/def2-TZVPD.

The geometry in XYZ format:
```
74
C29H33FN5O3RhSSi (ωB97M-V/def2-TZVPD)
Rh -0.06814 -0.17339 0.29588
C -1.40645 6.16570 4.35686
C -0.00254 5.65022 4.09784
N 0.03900 4.67204 2.98803
C -0.08162 3.37774 3.27528
C -0.04893 2.35723 2.35445
C -0.24394 0.97920 2.92113
O -0.72679 0.85936 4.01815
O 0.18872 -0.03418 2.19499
C 0.15208 2.67511 1.00508
O 0.29189 1.83252 0.05826
C 0.16643 4.08841 0.66487
C 0.20889 4.49134 -0.67787
C 0.19760 5.81121 -0.99081
F 0.15293 6.17462 -2.29454
C 0.17855 6.82693 -0.01078
C 0.13516 6.42890 1.30864
C 0.11141 5.07052 1.66030
N 0.20728 8.19397 -0.33063
C -0.73183 9.12306 0.26495
C -1.80469 9.53062 -0.73600
N -1.13235 10.12135 -1.95253
C -0.16046 9.14512 -2.57759
C 0.84641 8.72905 -1.51755
H -1.38998 6.88578 5.17433
H -2.07113 5.34895 4.63893
H -1.82556 6.65354 3.47515
H 0.39128 5.13870 4.97259
H 0.69503 6.45287 3.87092
H -0.21298 3.11936 4.31945
H 0.19740 3.74650 -1.46135
H 0.14468 7.18935 2.07519
H -0.19971 10.01718 0.61172
H -1.22366 8.68232 1.12815
H -2.48768 10.27627 -0.33335
H -2.37003 8.66634 -1.08091
H -0.62277 10.96340 -1.67325
H -1.82913 10.41713 -2.63647
H 0.31093 9.64021 -3.42462
H -0.74453 8.29771 -2.92779
H 1.43387 9.60816 -1.22212
H 1.54246 8.01590 -1.94559
N 1.96568 0.60776 -2.23082
C 1.76483 -0.69778 -2.37938
N 2.29241 -1.30409 -3.43832
S 0.86007 -1.67789 -1.28878
H 2.54685 1.12156 -2.87295
H 1.59172 1.09674 -1.43099
H 2.89911 -0.83037 -4.08767
H 2.16082 -2.29564 -3.55007
C -4.24739 -3.63966 -2.22146
C -4.69923 -3.30658 -0.95392
C -4.10452 -2.25987 -0.26096
C -3.05979 -1.52578 -0.83802
C -2.60673 -1.88807 -2.11326
C -3.19668 -2.93434 -2.79992
Si -2.39279 -0.11645 0.11049
C -2.65525 1.55486 -0.63631
C -3.50162 2.46382 0.00678
C -3.77176 3.70802 -0.55674
C -3.19084 4.06017 -1.76553
C -2.33261 3.17526 -2.41164
C -2.06573 1.93843 -1.84793
H -4.71505 -4.45098 -2.76424
H -5.50724 -3.86564 -0.50049
H -4.46169 -2.01286 0.73291
H -1.78916 -1.34734 -2.57558
H -2.84024 -3.20804 -3.78479
H -2.95779 -0.11939 1.47062
H -3.96784 2.19754 0.94948
H -4.44818 4.39095 -0.05789
H -3.42435 5.01571 -2.22039
H -1.88718 3.44733 -3.36166
H -1.40441 1.25291 -2.36960
```

Computed properties:
HOMO energy (spin up / spin down)   -12.84 / -12.81 eV
Charge   +2
Maximum force   1.162 eV/Å
Total energy   -68627.7310 eV
Orbital gap (spin up / spin down)   7.316 / 7.282 eV

Here are the Löwdin charges for atoms 1 to 6, given in e:
1. Rh 0.726
2. C -0.049
3. C -0.162
4. N -0.003
5. C 0.063
6. C -0.018

=====

An isolated ion of composition C6H14NO2 and charge +1, computed with ωB97M-V/def2-TZVPD.

The geometry in XYZ format:
```
23
C6H14NO2 (ωB97M-V/def2-TZVPD)
C -0.23935 0.00073 -0.60930
C -0.81365 0.06095 0.72444
C -2.25035 -0.57883 0.69408
C -0.72540 1.51786 1.12868
C 1.48062 0.24696 -2.27069
C 2.14711 -0.44672 -0.09272
N 1.01471 -0.16182 -0.90761
O -0.32501 -0.34057 3.00878
O -0.01337 -0.69230 1.68179
H -0.81703 0.23115 -1.49366
H -2.99957 -0.06638 0.14341
H -2.69632 -0.62145 1.71379
H -2.09387 -1.51212 0.34555
H -0.07312 2.09135 0.48028
H -0.23147 1.64197 2.00650
H -1.69951 2.05265 1.10201
H 2.13695 -0.56378 -2.69669
H 0.62733 0.55589 -2.79474
H 2.11211 1.12879 -2.09225
H 1.97388 -0.68069 0.98247
H 2.86412 -1.14789 -0.52754
H 2.58155 0.50691 -0.07097
H -0.84902 -1.06249 3.36595
```

Computed properties:
HOMO energy   -14.42 eV
Charge   +1
Maximum force   3.821 eV/Å
SMILES   C[N+](C)=CC(C)(C)OO
Total energy   -12023.3151 eV
Orbital gap   10.069 eV

Here are the Löwdin charges for atoms 1 to 6, given in e:
1. C 0.075
2. C -0.468
3. C 0.034
4. C 0.032
5. C 0.042
6. C 0.001

=====

An isolated ion of composition C5H11N2O and charge -1, computed with ωB97M-V/def2-TZVPD.

The geometry in XYZ format:
```
19
C5H11N2O (ωB97M-V/def2-TZVPD)
C 2.10987 -1.54933 -0.54360
O 2.18372 -2.88621 -0.72058
C 0.66930 -1.00650 -0.67535
C 0.56658 0.33327 0.10149
C -0.82854 0.88893 0.12260
C -1.20101 2.08483 0.56372
N -2.54264 2.61163 0.79083
N -0.31128 -1.95397 -0.12612
H 2.72233 -0.89919 -1.26327
H 2.54784 -1.20925 0.41516
H 0.26829 -0.70896 -1.65226
H 1.25140 0.99714 -0.43696
H 0.85034 0.26512 1.15547
H -1.64923 0.28181 -0.25853
H -0.49298 2.84580 0.88774
H -2.99548 2.87378 -0.08918
H -3.12585 1.94087 1.27353
H -0.05256 -2.02613 0.85533
H 0.02990 -2.88364 -0.40002
```

Computed properties:
HOMO energy   -2.55 eV
Charge   -1
Maximum force   2.069 eV/Å
SMILES   N/C=C/C[C@H](N)C[O-]
Total energy   -10389.7982 eV
Orbital gap   6.186 eV

Here are the Löwdin charges for atoms 1 to 6, given in e:
1. C -0.520
2. O -0.366
3. C -0.420
4. C -0.201
5. C -0.126
6. C -0.238

=====

One molecule with the formula C2HCl3FN, computed with ωB97M-V/def2-TZVPD.

The geometry in XYZ format:
```
8
C2HCl3FN (ωB97M-V/def2-TZVPD)
C 1.23828 -0.59112 -0.01363
C 2.70686 -0.00400 0.03098
N 1.13930 -1.70102 -0.55979
F 0.29760 0.27646 0.51700
Cl 3.12140 0.40662 1.65451
Cl 3.74429 -1.24314 -0.68366
Cl 2.74404 1.48574 -1.01502
H 0.24478 -2.20391 -0.46170
```

Computed properties:
HOMO energy   -10.92 eV
Charge   0
Maximum force   2.181 eV/Å
SMILES   [H]/N=C(\F)C(Cl)(Cl)Cl
Total energy   -43864.1305 eV
Orbital gap   11.455 eV

Here are the Löwdin charges for atoms 1 to 6, given in e:
1. C -0.535
2. C -1.542
3. N 0.129
4. F 0.029
5. Cl 0.647
6. Cl 0.617